Entry 1:
The following is a DFT calculation (ωB97M-V with the def2-TZVPD basis set) of a molecular structure, C21H23FeN3.

Each line ends with the Mulliken spin population.
Atoms and positions in Å:
Fe: -0.119 0.162 -0.196  3.844
C: 3.805 -3.453 0.341  0.049
C: 2.469 -3.060 1.001  0.071
C: 1.965 -4.149 1.940  0.024
C: 1.469 -2.494 0.057  0.171
C: 1.882 -1.628 -1.001  0.028
C: 1.036 -1.336 -2.060  0.139
C: -0.305 -1.814 -2.082  0.158
C: -1.192 -1.605 -3.248  0.024
C: -0.758 -2.545 -0.944  0.103
C: 0.098 -2.879 0.085  0.098
H: 4.439 -3.948 1.073  0.002
H: 4.361 -2.608 -0.063  0.001
H: 3.640 -4.153 -0.481  0.002
H: 2.746 -2.206 1.662  0.089
H: 1.753 -5.069 1.389  0.001
H: 1.071 -3.864 2.492  -0.001
H: 2.740 -4.410 2.659  -0.002
H: 2.916 -1.314 -1.066  -0.008
H: 1.434 -0.822 -2.927  0.008
H: -2.013 -0.912 -3.024  0.032
H: -1.689 -2.545 -3.506  0.022
H: -0.650 -1.240 -4.116  -0.005
H: -1.759 -2.961 -0.949  0.000
H: -0.263 -3.542 0.859  -0.006
C: 0.592 2.896 -4.537  0.000
C: 0.021 1.714 -4.058  0.009
C: 0.057 1.439 -2.712  0.114
C: 0.679 2.330 -1.818  -0.060
C: 1.235 3.532 -2.305  0.004
C: 1.180 3.798 -3.653  0.002
N: 0.711 1.972 -0.497  0.061
N: 1.214 2.647 0.410  0.035
C: 1.167 2.168 1.688  0.015
C: 1.581 2.922 2.774  0.010
C: 1.443 2.368 4.044  -0.004
C: 0.906 1.089 4.172  0.011
C: 0.543 0.406 3.015  0.010
N: 0.684 0.942 1.808  0.029
H: 0.567 3.111 -5.597  0.001
H: -0.448 1.032 -4.752  0.003
H: -0.400 0.533 -2.306  -0.084
H: 1.688 4.219 -1.604  0.001
H: 1.597 4.721 -4.032  0.000
H: 1.986 3.911 2.619  0.001
H: 1.749 2.924 4.920  0.000
H: 0.772 0.628 5.139  0.000
H: 0.133 -0.596 3.066  0.000

Cartesian forces, eV/Å:
0.771 -0.072 1.150
0.203 -0.010 -0.596
-0.193 0.023 0.348
-0.179 -0.323 -0.183
0.690 -0.366 0.413
-0.086 0.193 -0.676
0.688 -0.224 0.409
-0.144 -0.239 -0.063
0.103 -0.165 -0.109
-0.033 -0.093 0.308
-0.565 -0.059 -0.124
-0.057 0.088 0.091
0.020 0.024 0.092
-0.074 -0.061 0.082
-0.073 0.244 -0.163
-0.049 0.043 -0.022
0.026 0.013 0.101
-0.011 0.154 0.018
-0.013 0.081 0.123
-0.061 0.087 0.071
-0.054 -0.004 0.062
-0.015 -0.044 0.008
0.001 0.012 0.013
-0.084 0.126 0.026
0.038 0.074 0.094
-0.024 -0.137 0.294
-0.100 -0.062 -0.314
0.265 0.739 0.738
0.404 1.319 -1.795
-0.156 -0.523 0.571
0.037 0.184 -0.342
-0.463 -1.045 0.947
0.605 1.912 -1.547
0.002 -0.260 0.756
0.024 0.080 -0.255
-0.136 -0.366 0.032
0.165 0.339 -0.196
0.026 -0.123 0.362
-1.180 -1.947 -0.370
-0.018 0.009 -0.012
-0.062 0.022 -0.026
-0.278 0.213 -0.323
0.040 0.050 -0.057
0.010 -0.015 0.010
0.007 0.059 -0.032
-0.006 0.036 -0.005
-0.001 -0.016 0.033
-0.008 0.029 0.057

Computed properties:
- gap between HOMO and LUMO (spin up / spin down) (eV) = 6.99 / 3.71
- <S²> = 8.773
- molar mass (g mol⁻¹) = 373.28
- largest force on an atom (eV/A) = 2.5
- charge = +3
- multiplicity = 6

---

Entry 2:
The following is a DFT calculation (ωB97M-V with the def2-TZVPD basis set) of a molecular structure, C20H27N6SZr.

Each line ends with the Mulliken charge.
Atoms and positions in Å:
Zr: -0.021 -0.527 -0.363  0.513
C: -3.423 -1.289 2.500  -1.893
C: -2.138 -0.894 1.867  0.752
N: -1.513 -1.567 0.973  0.248
C: -1.869 -2.917 0.512  -0.796
C: -0.551 -3.666 0.336  -1.070
N: 0.507 -2.816 -0.339  -0.302
C: 0.835 -3.188 -1.754  -0.662
C: 1.914 -2.241 -2.245  -0.770
N: 1.449 -0.822 -2.138  -0.223
C: 2.542 0.196 -2.138  -1.061
C: 3.053 0.430 -0.729  -0.560
N: 1.894 0.637 0.170  0.321
C: 1.918 1.425 1.189  0.447
C: 3.056 2.261 1.653  -1.674
C: 0.648 1.450 1.997  0.897
C: 0.406 2.271 3.087  -0.748
C: -0.802 2.129 3.761  -0.892
C: -1.714 1.149 3.373  -0.797
C: -1.392 0.348 2.294  0.839
N: -0.251 0.539 1.615  0.021
H: -4.065 -1.790 1.776  0.507
H: -3.954 -0.431 2.905  0.523
H: -3.233 -1.984 3.326  0.393
H: -2.427 -2.839 -0.423  0.300
H: -2.500 -3.436 1.233  0.608
H: -0.690 -4.590 -0.225  0.438
H: -0.150 -3.930 1.314  0.436
H: 1.365 -2.991 0.185  0.323
H: -0.074 -3.103 -2.350  0.380
H: 1.177 -4.222 -1.811  0.498
H: 2.187 -2.476 -3.274  0.441
H: 2.818 -2.341 -1.639  0.359
H: 0.865 -0.646 -2.954  0.439
H: 2.123 1.116 -2.544  0.422
H: 3.355 -0.117 -2.794  0.469
H: 3.734 1.277 -0.726  0.571
H: 3.608 -0.435 -0.355  0.291
H: 3.935 2.195 1.023  0.423
H: 3.334 1.948 2.664  0.405
H: 2.742 3.306 1.717  0.418
H: 1.138 2.994 3.416  0.489
H: -1.021 2.763 4.611  0.482
H: -2.634 1.010 3.921  0.401
S: -1.858 -0.809 -2.110  -0.439
C: -1.637 0.946 -2.181  0.914
C: -2.360 1.816 -2.983  -0.770
C: -2.063 3.164 -2.908  -0.161
C: -1.061 3.623 -2.047  -0.970
C: -0.385 2.705 -1.285  -0.121
N: -0.671 1.386 -1.352  0.093
H: -3.129 1.438 -3.642  0.492
H: -2.608 3.870 -3.523  0.448
H: -0.814 4.673 -1.979  0.465
H: 0.404 3.000 -0.605  0.443

Cartesian forces, eV/Å:
-0.595 -0.078 -0.086
0.091 -0.005 0.003
0.018 0.082 0.061
0.117 -0.089 -0.085
-0.019 0.144 0.072
0.225 -0.001 -0.091
-0.101 -0.019 -0.060
-0.079 -0.021 0.101
0.085 0.030 -0.040
0.099 -0.145 0.059
-0.060 -0.124 -0.103
-0.100 0.057 0.193
0.068 0.037 -0.075
-0.003 0.013 0.015
-0.072 -0.049 -0.007
0.051 0.007 -0.043
0.001 -0.023 -0.020
-0.001 0.017 0.017
-0.006 0.041 0.003
0.008 -0.174 0.053
0.019 -0.067 -0.076
-0.024 -0.012 0.027
-0.009 0.002 -0.014
-0.008 0.007 0.011
0.011 0.013 -0.012
0.022 -0.052 -0.010
-0.059 0.002 0.004
-0.056 -0.036 0.016
0.001 0.070 0.026
0.020 0.014 -0.036
0.035 0.005 0.006
0.027 0.016 -0.001
-0.014 -0.048 0.016
-0.027 0.001 0.019
0.013 0.022 0.020
0.024 0.026 0.015
0.009 0.002 -0.034
0.014 -0.006 -0.014
0.008 0.004 -0.001
0.009 0.027 0.003
0.032 0.010 0.009
-0.019 0.012 0.014
-0.009 -0.004 -0.002
0.012 0.001 0.013
0.203 0.253 0.157
-0.079 -0.062 -0.097
0.002 -0.049 0.001
0.000 0.093 -0.014
0.019 -0.045 0.019
-0.099 -0.008 -0.092
0.210 0.114 0.071
0.001 -0.009 0.006
-0.002 -0.007 -0.001
-0.019 0.006 -0.017
0.007 0.007 -0.001

Computed properties:
- gap between HOMO and LUMO (eV) = 6.50
- molar mass (g mol⁻¹) = 474.77
- energy above the lowest of the compared OMol25 structures with the same formula, charge and spin (kcal/mol) = 0.0
- largest force on an atom (eV/A) = 0.6
- charge = +3

---

Entry 3:
The following is a DFT calculation (ωB97M-V with the def2-TZVPD basis set) of a single C12H15BN2 molecule.

Each line ends with the Mulliken charge.
Atoms and positions in Å:
C: -0.397 -1.851 1.731  -1.052
C: -0.533 -1.903 0.170  -0.555
B: -0.897 -0.585 -0.515  0.298
C: 0.099 0.327 -1.326  -0.520
C: 1.392 0.703 -0.724  0.926
C: 1.548 1.457 0.492  -0.424
C: 2.836 1.681 1.012  -0.654
C: 3.927 1.429 0.295  -0.399
C: 3.833 0.718 -0.920  -0.380
C: 2.564 0.369 -1.400  -0.607
N: -2.236 -0.055 -0.327  0.062
C: -3.246 -0.601 0.469  -0.476
C: -4.372 0.065 0.264  -0.376
N: -4.170 1.089 -0.625  -0.602
C: -2.929 0.998 -0.952  -0.157
H: 0.373 -1.096 2.129  0.212
H: -0.233 -2.749 2.178  0.493
H: -1.299 -1.466 2.127  0.300
H: 0.294 -2.265 -0.376  0.435
H: -1.328 -2.636 0.077  0.352
H: 0.266 -0.229 -2.357  0.212
H: -0.480 1.303 -1.541  0.055
H: 0.717 1.487 1.148  0.437
H: 3.004 1.918 2.022  0.377
H: 4.892 1.687 0.691  0.371
H: 4.712 0.397 -1.533  0.310
H: 2.610 -0.306 -2.282  0.214
H: -3.121 -1.528 0.884  0.397
H: -5.402 -0.141 0.656  0.349
H: -2.426 1.784 -1.467  0.403

Cartesian forces, eV/Å:
1.585 3.995 -1.340
-0.694 -0.423 1.535
-0.549 1.442 0.407
-1.813 0.452 -2.153
1.478 1.091 0.859
0.871 -2.306 -1.044
-2.828 0.045 -0.011
2.437 -1.322 -2.524
-0.170 0.314 -0.215
1.476 -0.734 -0.207
-1.372 0.614 -0.120
0.815 -0.107 -1.012
-2.646 0.102 0.412
-0.106 0.410 -0.161
1.036 0.272 0.450
-0.742 -1.179 -0.828
0.694 -2.758 1.000
-1.159 0.328 0.411
1.385 -0.818 -0.064
-0.282 -0.196 -0.607
-0.220 1.197 1.832
1.048 -1.473 -0.070
-0.876 0.598 0.449
-0.327 0.917 1.168
0.342 -0.069 0.106
-0.712 0.486 0.867
-0.677 0.703 0.495
0.350 -1.836 1.309
1.361 0.210 -0.320
0.292 0.045 -0.623

Computed properties:
- gap between HOMO and LUMO (eV) = 9.54
- molar mass (g mol⁻¹) = 198.08
- energy above the lowest of the compared OMol25 structures with the same formula, charge and spin (kcal/mol) = 0.0
- largest force on an atom (eV/A) = 4.5
- charge = 0
- SMILES string = CCB(Cc1ccccc1)n1ccnc1

---

Entry 4:
The following is a DFT calculation (ωB97M-V with the def2-TZVPD basis set) of a molecular structure, C25H22N5O4Ru.

Each line ends with the Mulliken spin population.
Atoms and positions in Å:
Ru: 0.280 -0.012 0.093  0.799
C: 2.138 0.880 -1.907  0.008
N: 0.705 0.467 -1.870  0.000
C: -0.217 1.578 -2.254  -0.056
C: -1.494 1.626 -1.439  0.029
C: -2.611 2.286 -1.914  0.000
C: -3.725 2.401 -1.094  0.002
C: -3.690 1.843 0.176  0.000
C: -2.547 1.181 0.579  -0.004
N: -1.469 1.081 -0.207  -0.009
C: 0.524 -0.746 -2.717  -0.002
C: -0.650 -1.538 -2.231  0.003
C: -1.408 -2.356 -3.041  0.002
C: -2.436 -3.091 -2.471  0.001
C: -2.680 -2.962 -1.113  -0.001
C: -1.881 -2.119 -0.365  0.013
N: -0.872 -1.429 -0.911  0.009
C: 2.955 -0.083 -1.080  0.005
C: 4.277 -0.358 -1.351  0.001
C: 4.973 -1.204 -0.493  -0.002
C: 4.313 -1.753 0.593  0.001
C: 2.974 -1.457 0.789  -0.003
N: 2.311 -0.632 -0.026  0.009
H: 2.208 1.873 -1.466  -0.009
H: 2.504 0.933 -2.935  0.000
H: -0.455 1.530 -3.318  0.000
H: 0.314 2.517 -2.084  -0.001
H: -2.610 2.706 -2.911  0.000
H: -4.610 2.914 -1.446  0.000
H: -4.538 1.904 0.843  0.000
H: -2.487 0.701 1.547  0.000
H: 1.422 -1.358 -2.606  -0.001
H: 0.433 -0.468 -3.769  0.002
H: -1.193 -2.423 -4.099  0.000
H: -3.041 -3.749 -3.080  0.000
H: -3.473 -3.509 -0.625  0.000
H: -2.043 -2.004 0.694  0.000
H: 4.758 0.080 -2.215  0.000
H: 6.013 -1.435 -0.681  0.000
H: 4.816 -2.420 1.278  0.001
H: 2.394 -1.898 1.584  0.003
O: 1.029 3.591 2.125  0.002
C: 0.808 2.357 1.767  -0.001
O: 1.156 1.894 0.676  -0.010
C: 0.155 1.491 2.757  0.004
C: -0.133 1.825 4.062  -0.001
C: -0.623 0.816 4.894  -0.002
C: -0.749 -0.469 4.405  0.005
C: -0.414 -0.720 3.074  0.009
N: -0.022 0.251 2.270  0.034
C: -0.369 -2.090 2.421  0.003
O: -0.886 -3.031 2.985  0.022
O: 0.254 -2.054 1.301  0.135
H: 1.521 4.077 1.442  0.000
H: 0.038 2.828 4.426  0.000
H: -0.868 1.037 5.924  0.000
H: -1.079 -1.298 5.016  0.001

Cartesian forces, eV/Å:
0.086 0.259 0.772
0.080 -0.064 0.056
-0.040 -0.075 -0.008
-0.092 0.054 0.001
0.080 -0.027 0.030
-0.049 0.001 0.028
0.030 -0.041 0.066
0.004 0.026 -0.079
-0.048 0.000 -0.039
0.025 -0.064 -0.238
-0.070 -0.092 -0.005
0.061 0.105 0.057
-0.006 -0.009 -0.033
-0.011 -0.006 0.004
0.015 0.014 -0.003
-0.005 -0.007 -0.057
0.048 -0.066 -0.136
-0.147 0.023 0.075
0.038 -0.026 0.039
-0.051 -0.018 0.051
0.016 0.049 -0.075
0.087 -0.029 -0.047
-0.132 -0.082 -0.253
-0.003 0.004 -0.032
-0.033 -0.017 -0.014
0.037 -0.012 -0.004
0.011 -0.005 -0.009
0.000 0.004 0.003
0.000 0.000 0.004
-0.001 -0.002 -0.003
0.017 0.000 0.007
0.011 0.021 -0.008
-0.001 0.015 0.003
0.007 0.009 0.004
-0.002 0.000 0.004
0.000 0.000 -0.001
0.001 -0.015 0.002
-0.001 0.005 0.002
0.000 0.004 0.003
-0.004 -0.002 -0.003
0.003 0.001 0.002
0.016 -0.032 0.000
0.016 0.144 0.110
0.001 -0.002 -0.168
-0.058 -0.170 0.017
0.007 -0.003 -0.005
-0.011 0.028 0.056
0.008 -0.050 -0.047
0.001 0.090 0.007
0.056 0.138 -0.108
-0.082 -0.022 0.175
0.023 0.027 -0.070
0.069 -0.079 -0.125
-0.009 -0.009 0.004
0.001 0.003 -0.009
0.001 0.002 -0.002
0.000 -0.003 -0.003

Computed properties:
- gap between HOMO and LUMO (spin up / spin down) (eV) = 7.92 / 7.99
- <S²> = 0.754
- molar mass (g mol⁻¹) = 557.55
- energy above the lowest of the compared OMol25 structures with the same formula, charge and spin (kcal/mol) = 17.7
- largest force on an atom (eV/A) = 0.8
- charge = +2
- multiplicity = 2

---

Entry 5:
The following is a DFT calculation (ωB97M-V with the def2-TZVPD basis set) of a molecular structure, C3H3O4Tl.

Each line ends with the Mulliken spin population.
Atoms and positions in Å:
C: -0.891 0.778 0.920  0.066
C: -0.294 0.959 -0.351  -0.006
H: -0.906 1.140 -1.236  0.000
Tl: -3.298 -0.939 0.490  0.889
O: -2.095 0.428 0.762  0.025
O: 0.999 1.047 -0.616  0.009
C: 1.952 0.161 -0.170  -0.007
O: 2.443 0.180 0.918  0.020
O: 2.204 -0.632 -1.177  0.001
H: -0.323 0.634 1.844  0.004
H: 2.946 -1.219 -0.971  0.000

Cartesian forces, eV/Å:
-1.672 -2.626 1.802
6.194 2.726 -4.348
-0.203 0.453 -0.033
-6.095 -6.038 -0.846
5.857 5.939 1.808
-7.392 0.940 -0.812
5.787 -3.414 3.081
-1.606 0.654 -1.156
-1.316 1.050 -0.191
-0.154 0.664 0.588
0.602 -0.347 0.108

Computed properties:
- gap between HOMO and LUMO (spin up / spin down) (eV) = 4.90 / 3.78
- <S²> = 0.758
- molar mass (g mol⁻¹) = 307.44
- energy above the lowest of the compared OMol25 structures with the same formula, charge and spin (kcal/mol) = 7.3
- largest force on an atom (eV/A) = 8.6
- charge = +3
- multiplicity = 2

---

Entry 6:
The following is a DFT calculation (ωB97M-V with the def2-TZVPD basis set) of 3 unconnected molecules or ions with the total composition C4H13NO2.

Each line ends with the Mulliken charge.
Atoms and positions in Å:
C: 0.302 1.760 -1.089  -0.670
C: -0.703 1.031 -0.634  -0.277
C: -0.407 -0.113 0.329  -0.680
C: -0.890 -1.461 -0.173  -0.496
N: -0.582 -2.500 0.812  -0.690
H: 1.304 1.595 -0.701  0.256
H: 0.252 2.675 -1.671  0.293
H: -1.774 1.094 -0.785  0.324
H: 0.640 -0.213 0.611  0.400
H: -0.827 0.165 1.310  0.384
H: -0.337 -1.675 -1.093  0.235
H: -1.957 -1.471 -0.382  0.460
H: -0.900 -3.414 0.505  0.224
H: 0.426 -2.564 0.885  0.246
O: 2.332 -1.345 -0.900  -0.611
H: 1.824 -0.958 -1.623  0.303
H: 3.256 -1.197 -1.093  0.295
O: -0.593 3.064 2.223  -0.648
H: -1.246 3.244 1.538  0.330
H: -0.120 2.283 1.931  0.321

Cartesian forces, eV/Å:
0.123 1.110 0.085
0.799 -1.425 1.074
-0.209 0.549 0.662
0.474 -0.407 0.238
-0.128 -0.013 0.203
-0.057 -0.385 -0.106
-0.484 -0.232 -0.234
0.056 0.651 -0.668
0.321 0.166 -0.621
-0.606 -0.415 -0.254
-0.291 0.180 -0.373
-0.103 0.078 -0.043
-0.037 0.173 -0.038
0.088 -0.051 0.090
-0.380 -0.130 0.138
0.197 0.034 0.039
0.213 0.089 -0.186
-0.163 0.280 0.203
0.138 -0.109 -0.014
0.049 -0.142 -0.197

Computed properties:
- gap between HOMO and LUMO (eV) = 9.91
- molar mass (g mol⁻¹) = 107.15
- energy above the lowest of the compared OMol25 structures with the same formula, charge and spin (kcal/mol) = 29.2
- largest force on an atom (eV/A) = 2.0
- charge = 0
- SMILES string = C=CCCN.O.O